1.
Computed, not measured: 2 unconnected molecules or ions with the total composition C8H12S2, with ωB97M-V/def2-TZVPD.

Results
SMILES = C#C[C@H]1C[C@H]1S.SC1CC1
Largest force on an atom = 1.13 eV Å⁻¹
Relative energy (zero: lowest compared OMol25 entry of this formula, charge and spin) = 369.6 kJ/mol

Cartesian coordinates (Å):
C -2.965073 2.638094 -0.946813
C -1.815234 2.822368 -0.645551
C -0.437002 3.073955 -0.286727
C 0.252654 2.218998 0.747135
C 0.671017 2.120945 -0.687643
S 0.253610 0.690308 -1.677360
H -3.980010 2.464039 -1.216168
H -0.158654 4.125165 -0.305856
H 0.924268 2.711267 1.445631
H -0.322676 1.394737 1.151450
H 1.603788 2.603210 -0.964734
H 1.222479 -0.102617 -1.191525
S -0.894646 -1.150515 0.520581
C 0.324366 -2.325811 -0.053278
C 1.300694 -2.946985 0.905465
C 0.156539 -3.757090 0.374026
H -0.058097 -0.123344 0.736443
H 0.666299 -2.161918 -1.072623
H 2.300136 -3.154142 0.533854
H 1.254347 -2.628953 1.941679
H 0.359422 -4.527391 -0.364281
H -0.658227 -3.984320 1.056296

Atomic forces in eV per Å
C 0.4 0.0 0.1
C -0.3 -0.1 -0.1
C -0.1 0.1 -0.1
C 0.0 0.2 0.2
C 0.2 0.0 -0.2
S 0.4 0.7 -0.8
H 0.1 0.0 0.0
H -0.1 -0.2 0.0
H -0.1 -0.1 -0.1
H 0.0 0.6 0.1
H -0.1 -0.1 0.1
H 0.0 0.1 -0.1
S -0.2 -0.8 0.7
C -0.1 0.1 0.0
C 0.2 0.0 0.1
C -0.1 -0.2 0.0
H -0.1 -0.7 0.0
H -0.1 -0.1 0.1
H -0.2 0.0 0.0
H 0.0 0.0 -0.2
H 0.0 0.1 0.1
H 0.1 0.1 -0.1

Here are the Löwdin charges for atoms 1 to 4, given in e: C 0.1265; C -0.1289; C -0.3013; C -0.1293

2.
Computed, not measured: C17H23ClN2O2 in the gas phase, with ωB97M-V/def2-TZVPD.

Results
SMILES = CC[C@@H](C)N1C(=O)CC[C@H]1C(=O)NCCc1ccc(Cl)cc1
Largest force on an atom = 0.55 eV Å⁻¹
Relative energy (zero: lowest compared OMol25 entry of this formula, charge and spin) = 4.5 kJ/mol

Cartesian coordinates (Å):
C 0.090697 2.844080 1.354623
C -0.636615 1.977903 0.332578
C 0.070097 1.955024 -1.022337
C 1.490171 1.393838 -0.921823
N -0.697213 1.208964 -2.018839
C -0.429463 1.358995 -3.338635
O 0.451003 2.052281 -3.797990
C -1.399515 0.487481 -4.122302
C -2.491857 0.156010 -3.112798
C -1.789668 0.303611 -1.745994
C -1.374151 -1.084940 -1.240970
O -2.156677 -1.778801 -0.624166
N -0.139020 -1.484845 -1.592424
C 0.390883 -2.774853 -1.217940
C 1.560180 -2.675609 -0.230360
C 1.269268 -1.848609 0.995551
C 0.037376 -1.886730 1.638072
C -0.208760 -1.098883 2.748635
C 0.789519 -0.273634 3.238404
Cl 0.482764 0.722040 4.619661
C 2.033264 -0.238310 2.630417
C 2.261271 -1.022135 1.514207
H 0.252378 3.845773 0.962795
H 1.050609 2.412380 1.621557
H -0.504734 2.920933 2.260761
H -0.717785 0.958961 0.719274
H -1.644113 2.378033 0.199448
H 0.143376 2.980078 -1.411021
H 1.910749 1.289810 -1.919207
H 2.122080 2.080192 -0.366942
H 1.489389 0.434314 -0.411574
H -1.763774 1.017511 -5.000002
H -0.868898 -0.403597 -4.464199
H -2.907996 -0.841984 -3.238685
H -3.305508 0.877823 -3.186408
H -2.479092 0.710614 -1.002078
H 0.470536 -0.837992 -2.069044
H 0.729447 -3.300763 -2.117172
H -0.440172 -3.332381 -0.782098
H 1.823970 -3.691899 0.075951
H 2.428416 -2.253290 -0.742741
H -0.755684 -2.516106 1.267948
H -1.173920 -1.125480 3.229098
H 2.810953 0.398710 3.021601
H 3.231294 -0.987394 1.038488

Atomic forces in eV per Å
C -0.1 -0.2 -0.1
C 0.1 0.2 -0.2
C 0.3 0.1 0.2
C -0.2 0.2 -0.1
N -0.2 0.0 0.2
C -0.2 -0.2 -0.5
O 0.2 0.2 -0.1
C -0.1 0.1 -0.1
C 0.0 -0.1 0.0
C -0.3 -0.2 0.2
C 0.0 0.5 -0.1
O -0.4 -0.2 0.2
N 0.4 0.0 -0.2
C 0.1 -0.2 0.1
C -0.2 -0.1 -0.1
C 0.1 0.0 0.0
C 0.1 0.0 0.0
C 0.0 0.1 0.1
C 0.1 -0.1 -0.2
Cl 0.0 0.1 0.2
C 0.0 0.0 0.1
C -0.1 -0.1 0.1
H 0.1 0.1 0.0
H 0.1 0.0 0.1
H 0.0 0.0 0.1
H -0.1 -0.1 0.0
H -0.1 -0.1 0.0
H 0.0 -0.1 0.1
H 0.1 0.0 -0.1
H 0.1 0.0 0.1
H 0.0 0.0 0.1
H 0.1 0.0 0.0
H 0.0 0.0 0.0
H -0.1 0.0 0.0
H 0.0 0.0 0.0
H 0.1 -0.1 -0.1
H -0.1 0.1 0.1
H -0.1 0.0 0.1
H 0.1 0.0 -0.1
H 0.1 0.0 -0.1
H 0.0 0.0 0.0
H -0.1 0.0 -0.1
H -0.1 0.0 0.1
H 0.1 0.1 0.1
H 0.1 0.0 -0.1

Here are the Löwdin charges for atoms 1 to 4, given in e: C -0.0902; C -0.1988; C -0.3037; C -0.0260

3.
Computed, not measured: 7 unconnected molecules or ions with the total composition C28H35N7, with ωB97M-V/def2-TZVPD.

Results
SMILES = c1cc[nH]c1.c1cc[nH]c1.c1cc[nH]c1.c1cc[nH]c1.c1cc[nH]c1.c1cc[nH]c1.c1cc[nH]c1
Largest force on an atom = 1.10 eV Å⁻¹
Relative energy (zero: lowest compared OMol25 entry of this formula, charge and spin) = 49.6 kJ/mol

Cartesian coordinates (Å):
C -0.251011 -2.562296 5.396228
C 0.860080 -3.132459 4.698895
C 0.645725 -2.899293 3.374133
N -0.541369 -2.257752 3.227863
C -1.103632 -2.052172 4.462672
H -0.399166 -2.548163 6.463495
H 1.712536 -3.613982 5.146038
H 1.248805 -3.178217 2.525868
H -0.930410 -1.985141 2.341172
H -2.087304 -1.634477 4.593312
C 3.916398 -2.224643 1.072944
C 4.440002 -1.473156 2.159934
C 4.607880 -2.318589 3.223265
N 4.282725 -3.574587 2.797569
C 3.837080 -3.526891 1.503678
H 3.657351 -1.909359 0.076607
H 4.564351 -0.401708 2.157687
H 4.916039 -2.084628 4.226333
H 4.288892 -4.403890 3.362523
H 3.637130 -4.471112 1.023403
C -1.276820 -4.608361 0.439064
C 0.144295 -4.710395 0.417260
C 0.612301 -3.562700 -0.165967
N -0.439107 -2.699315 -0.306696
C -1.606251 -3.354837 -0.011678
H -1.950309 -5.339203 0.854593
H 0.730605 -5.553341 0.741248
H 1.603443 -3.201694 -0.379679
H -0.390109 -1.726004 -0.564851
H -2.546920 -2.830173 0.013763
C -2.817709 4.875212 -0.491917
C -3.098094 3.481447 -0.462579
C -4.148133 3.269294 -1.315820
N -4.460683 4.463058 -1.903017
C -3.677980 5.457053 -1.384041
H -2.005171 5.352737 0.028800
H -2.623955 2.783076 0.206069
H -4.730997 2.391153 -1.536206
H -5.239159 4.610578 -2.519139
H -3.713942 6.469556 -1.746098
C -0.188162 0.726669 -0.428119
C 1.221039 0.847892 -0.259793
C 1.470814 0.783455 1.082624
N 0.271470 0.707806 1.735538
C -0.746491 0.686868 0.822021
H -0.707084 0.771667 -1.372691
H 1.992405 0.829745 -1.013004
H 2.390816 0.662138 1.628570
H 0.203783 0.445225 2.705005
H -1.758887 0.499833 1.140461
C -0.841562 -1.280563 -5.865824
C -1.812795 -1.872513 -6.712722
C -2.995126 -1.887018 -6.015372
N -2.777613 -1.262745 -4.812995
C -1.466346 -0.915567 -4.701657
H 0.167172 -1.078779 -6.186853
H -1.756717 -2.224953 -7.729083
H -3.998145 -2.183447 -6.270708
H -3.506127 -1.190736 -4.127058
H -1.052569 -0.430815 -3.835251
C 0.601437 5.513162 -0.981329
C 1.315722 6.557518 -0.333663
C 2.432321 5.996889 0.238624
N 2.404520 4.657830 -0.016169
C 1.289167 4.349416 -0.762115
H -0.339135 5.566184 -1.501758
H 1.078969 7.604478 -0.239238
H 3.167063 6.471194 0.866079
H 3.037509 3.979440 0.367171
H 1.235147 3.355088 -1.167446

Atomic forces in eV per Å
C 0.3 -0.3 0.2
C -0.3 0.5 0.5
C 0.6 -0.4 -0.4
N -0.3 0.2 0.0
C -0.2 0.0 0.0
H -0.1 0.0 0.0
H 0.0 0.0 -0.1
H -0.1 0.1 -0.1
H 0.0 -0.2 0.0
H 0.0 0.2 -0.1
C 0.1 -0.7 0.1
C -0.6 0.4 -0.2
C 0.2 0.2 -0.2
N -0.2 0.1 0.2
C 0.4 -0.3 0.2
H 0.1 0.2 0.0
H 0.2 0.0 0.1
H 0.1 -0.2 0.1
H 0.0 0.0 0.0
H -0.3 0.2 -0.3
C 0.2 0.1 0.5
C -0.3 -0.2 -0.8
C 0.2 0.7 0.8
N -0.4 -0.3 -0.6
C 0.1 0.1 0.7
H -0.1 0.0 -0.1
H 0.0 -0.1 -0.1
H 0.1 -0.2 0.1
H 0.2 0.0 -0.2
H -0.1 -0.1 -0.2
C 0.2 -0.1 -0.1
C -0.3 0.3 0.3
C 0.0 -0.2 -0.1
N -0.3 0.2 0.1
C 0.4 -0.1 -0.1
H -0.1 0.1 0.1
H 0.0 -0.2 -0.2
H 0.1 -0.1 0.0
H 0.1 0.0 0.0
H -0.2 0.0 0.0
C 0.1 0.6 -0.3
C 0.2 -0.6 0.1
C -0.1 -0.2 0.2
N 0.3 -0.1 0.0
C 0.0 -0.7 0.2
H -0.1 0.0 0.1
H -0.1 0.2 -0.1
H 0.0 0.2 0.0
H -0.2 0.1 0.0
H -0.1 0.3 0.0
C 0.1 0.1 -0.6
C -0.9 -0.2 0.1
C 0.1 0.6 0.1
N -0.4 -0.5 -0.1
C 0.4 0.1 -0.1
H 0.1 0.0 0.4
H 0.4 0.0 0.0
H 0.1 -0.2 -0.1
H 0.3 0.2 0.2
H -0.1 0.0 0.1
C -0.2 -0.1 0.0
C 0.3 -0.1 0.2
C -0.5 0.2 0.2
N -0.1 0.0 -0.1
C 0.8 0.1 0.0
H 0.1 0.1 -0.2
H -0.2 0.0 -0.2
H 0.1 -0.2 0.0
H 0.0 0.0 -0.1
H -0.5 0.0 0.1

Here are the Löwdin charges for atoms 1 to 4, given in e: C -0.1148; C -0.1034; C -0.1464; N 0.0196

4.
Computed, not measured: 2 unconnected molecules or ions with the total composition C6H12O3, with ωB97M-V/def2-TZVPD.

Results
Largest force on an atom = 3.70 eV Å⁻¹
Relative energy (zero: lowest compared OMol25 entry of this formula, charge and spin) = 395.7 kJ/mol

Cartesian coordinates (Å):
C -1.276936 1.004192 -0.290052
C -0.833168 0.792629 -1.726744
C -0.752139 -0.068057 0.677185
O -1.030830 0.250025 1.994292
O -0.871359 2.272207 0.239385
O -0.919154 -1.290332 0.345792
H -1.020936 1.216660 2.055433
H -1.343850 2.968159 -0.229389
H -2.373225 0.923557 -0.233646
H -1.099962 -0.214410 -2.043337
H 0.244643 0.919076 -1.810523
H -1.317522 1.517708 -2.383167
C 1.297934 0.118858 0.608637
C 1.619182 -1.194762 -0.027352
C 0.795735 -2.302980 0.403059
H 1.746190 -1.134620 -1.106957
H 1.674105 0.997305 0.096349
H 1.433305 0.163940 1.684453
H 2.579613 -1.259949 0.550479
H 0.796209 -2.538409 1.463505
H 0.652166 -3.140799 -0.267402

Atomic forces in eV per Å
C -0.2 -0.4 0.0
C 0.0 0.1 0.3
C 3.3 1.5 -0.3
O -0.4 -0.1 0.4
O 0.0 -0.1 -0.1
O 1.0 -2.2 -0.3
H 0.1 -0.1 0.0
H 0.0 -0.1 0.0
H 0.0 0.1 0.0
H 0.0 0.0 0.0
H 0.1 0.0 0.0
H 0.0 0.0 0.0
C -3.3 0.3 0.0
C 1.0 0.4 0.7
C -1.6 1.4 0.4
H 0.2 0.0 0.1
H 0.1 0.0 0.0
H 0.2 0.0 0.0
H 0.1 -0.8 -0.9
H -0.2 0.0 -0.1
H -0.3 0.1 0.0

Here are the Löwdin charges for atoms 1 to 4, given in e: C -0.3559; C -0.0289; C -0.5532; O 0.0328

Number 1: orbital gap 8.85 eV. Number 2: orbital gap 9.79 eV. Number 3: orbital gap 8.46 eV. Number 4: orbital gap 8.45 eV.